{"formula": "C34H43N4O2", "method": "wB97M-V/def2-TZVPD", "homo_ev": -9.51, "homo_lumo_gap_ev": 5.82, "charge": 1, "elements": ["C", "C", "C", "C", "N", "C", "C", "O", "C", "C", "C", "C", "H", "H", "H", "H", "H", "H", "H", "H", "H", "H", "H", "H", "H", "H", "H", "H", "H", "C", "N", "C", "O", "C", "C", "C", "C", "N", "C", "C", "C", "C", "C", "C", "N", "C", "C", "C", "C", "C", "C", "C", "C", "C", "C", "C", "C", "H", "H", "H", "H", "H", "H", "H", "H", "H", "H", "H", "H", "H", "H", "H", "H", "H", "H", "H", "H", "H", "H", "H", "H", "H", "H"], "xyz": [[-4.508, -3.861, 0.286], [-3.846, -5.086, 0.939], [-2.308, -4.991, 0.937], [-1.699, -3.607, 0.941], [-0.337, -3.638, 0.952], [0.388, -4.911, 0.755], [1.909, -4.737, 0.840], [2.368, -3.524, 0.229], [1.822, -2.394, 0.909], [0.310, -2.350, 0.825], [-2.442, -2.381, 0.829], [-3.937, -2.543, 0.813], [-4.325, -3.896, -0.793], [-5.601, -3.878, 0.411], [-4.211, -5.200, 1.973], [-4.149, -5.991, 0.382], [-1.928, -5.642, 1.753], [-1.995, -5.515, 0.011], [0.105, -5.639, 1.532], [0.147, -5.361, -0.231], [2.186, -4.787, 1.912], [2.415, -5.531, 0.270], [2.121, -2.375, 1.978], [2.246, -1.516, 0.391], [0.014, -1.876, -0.127], [-0.044, -1.711, 1.639], [-2.029, -1.601, 0.050], [-4.323, -1.743, 0.174], [-4.368, -2.343, 1.816], [0.948, 2.237, -4.189], [1.062, 1.859, -2.799], [2.245, 1.957, -2.125], [3.315, 2.313, -2.626], [1.986, 1.516, -0.687], [2.540, 2.502, 0.359], [4.027, 2.573, 0.328], [4.956, 1.578, 0.616], [6.221, 2.034, 0.286], [6.136, 3.334, -0.194], [7.124, 4.136, -0.757], [6.728, 5.380, -1.272], [5.378, 5.782, -1.229], [4.389, 4.953, -0.682], [4.766, 3.714, -0.165], [0.532, 1.345, -0.655], [-0.110, 0.881, 0.455], [-1.472, 0.675, 0.579], [-2.185, -0.379, 1.322], [-3.565, 0.124, 1.721], [-3.999, 0.041, 3.055], [-5.340, 0.292, 3.377], [-6.231, 0.735, 2.392], [-5.764, 0.958, 1.093], [-4.424, 0.705, 0.773], [-0.106, 1.658, -1.953], [-0.917, 2.965, -1.892], [-0.962, 0.507, -2.481], [1.942, 2.331, -4.623], [0.390, 1.476, -4.737], [0.417, 3.188, -4.308], [2.489, 0.535, -0.554], [2.144, 3.513, 0.153], [2.183, 2.195, 1.356], [4.784, 0.582, 0.999], [7.086, 1.512, 0.385], [8.152, 3.776, -0.777], [7.473, 6.044, -1.712], [5.100, 6.757, -1.638], [3.337, 5.239, -0.654], [0.540, 0.736, 1.327], [-2.109, 1.426, 0.095], [-1.628, -0.807, 2.181], [-3.284, -0.258, 3.824], [-5.671, 0.175, 4.408], [-7.260, 0.977, 2.654], [-6.434, 1.360, 0.328], [-4.076, 0.938, -0.246], [-0.236, 3.817, -1.756], [-1.449, 3.094, -2.843], [-1.643, 2.951, -1.077], [-0.349, -0.401, -2.570], [-1.795, 0.315, -1.799], [-1.364, 0.780, -3.464]], "atomic_forces_ev_per_a": [[0.5, -0.2, -0.1], [-0.5, 0.3, 0.2], [-1.0, -0.7, -0.1], [1.3, 0.8, 0.1], [-1.0, -0.1, 0.0], [0.4, -0.2, -0.6], [0.2, 0.4, -0.1], [-0.7, 0.0, 0.8], [0.6, -0.3, -0.1], [0.3, 0.4, -0.2], [0.4, -0.8, -2.4], [-1.1, 0.5, 0.1], [0.0, -0.1, 0.0], [0.4, 0.0, 0.1], [0.1, 0.1, -0.3], [0.2, 0.3, 0.4], [0.0, 0.7, -0.3], [0.2, 0.5, 0.3], [0.0, 0.3, -0.3], [-0.1, 0.4, 0.5], [0.3, 0.2, -0.4], [-0.3, 0.1, 0.5], [0.1, -0.2, -0.5], [-0.2, -0.3, 0.4], [0.0, -0.1, 0.1], [0.0, -0.2, -0.3], [-0.5, -2.1, 0.7], [-0.2, -0.2, 0.2], [0.3, -0.1, -0.4], [-0.4, 0.0, -0.3], [0.4, 0.0, 0.3], [1.3, 0.5, -1.1], [-1.8, -0.7, 1.0], [0.6, 0.0, 0.1], [-0.3, 0.1, 0.2], [1.2, -0.4, 0.2], [-0.6, 1.3, -0.6], [0.0, 0.0, 0.2], [-0.6, -0.3, -0.1], [-0.2, 0.6, -0.1], [0.1, -0.7, 0.3], [-0.5, -0.2, 0.2], [0.5, 0.4, -0.2], [0.6, -0.7, -0.1], [-0.7, -0.1, 1.5], [0.8, 0.0, -1.1], [-1.1, -0.8, -0.2], [1.1, 3.2, 3.3], [0.1, -0.2, -0.1], [-0.3, -0.5, -0.5], [0.4, 0.4, -0.2], [0.3, 0.0, 0.0], [0.3, 0.2, 0.1], [-0.4, -0.2, -0.1], [-0.3, 0.3, -0.3], [0.1, 0.0, 0.0], [0.1, -0.2, 0.1], [0.0, 0.0, 0.2], [0.1, 0.0, 0.0], [0.2, 0.0, 0.0], [-0.3, 0.4, 0.0], [0.0, -0.4, 0.2], [0.0, 0.1, -0.3], [0.2, 0.1, 0.0], [-0.5, 0.2, 0.0], [-0.1, 0.3, -0.1], [-0.2, -0.2, 0.1], [0.1, -0.4, 0.1], [0.3, 0.1, -0.1], [0.1, -0.7, -0.5], [0.3, -0.9, -0.4], [-0.5, 0.7, -0.5], [-0.3, -0.1, -0.2], [0.1, 0.1, -0.2], [0.2, -0.2, -0.1], [0.2, -0.1, 0.3], [-0.2, -0.4, 0.5], [-0.2, -0.2, 0.0], [0.0, 0.1, 0.3], [0.1, 0.1, -0.2], [-0.2, 0.2, 0.0], [0.1, 0.0, -0.3], [0.1, -0.1, 0.2]]}